ORCA calculation (ωB97M-V with the def2-TZVPD basis set) on a structure of composition C35H28AsF8O4PdSeTe.

CARTESIAN COORDINATES (ANGSTROEM)
Pd1 -1.450 0.588 -0.995
O1 -4.765 2.600 1.403
C1 -3.837 1.907 1.147
O2 -2.663 1.669 1.258
C2 -4.618 0.340 -0.063
O3 -5.798 0.214 0.068
O4 -3.668 -0.130 -0.671
C3 1.507 -1.088 0.770
As1 -0.305 -0.496 1.171
C4 -0.783 -1.905 2.443
C5 0.005 1.013 2.408
C6 1.269 0.922 3.194
C7 2.448 1.473 2.691
C8 3.641 1.363 3.388
C9 3.680 0.696 4.607
C10 2.513 0.151 5.122
C11 1.319 0.266 4.423
H1 2.096 -1.172 1.683
H2 1.972 -0.375 0.089
H3 1.437 -2.065 0.292
H4 -0.024 -1.985 3.222
H5 -0.845 -2.848 1.898
H6 -1.753 -1.687 2.889
H7 -0.881 1.053 3.043
H8 -0.005 1.894 1.767
H9 2.422 1.988 1.736
H10 4.542 1.802 2.979
H11 4.611 0.610 5.153
H12 2.529 -0.362 6.077
H13 0.408 -0.149 4.839
C12 0.145 -6.929 0.460
C13 -0.029 -5.626 -0.272
C14 1.015 -5.060 -0.983
C15 0.868 -3.866 -1.687
C16 2.087 -3.343 -2.406
C17 -0.371 -3.212 -1.663
Te1 -0.586 -1.334 -2.641
C18 -1.449 -3.775 -0.958
C19 -2.792 -3.114 -0.899
C20 -1.254 -4.970 -0.276
H14 1.183 -7.079 0.757
H15 -0.144 -7.771 -0.173
H16 -0.476 -6.963 1.356
H17 1.983 -5.552 -0.991
H18 2.433 -4.070 -3.144
H19 2.901 -3.178 -1.698
H20 1.906 -2.404 -2.924
H21 -2.753 -2.198 -0.308
H22 -3.533 -3.776 -0.451
H23 -3.150 -2.820 -1.887
H24 -2.088 -5.397 0.271
F1 -8.146 2.263 -2.251
C21 -6.857 2.043 -2.522
C22 -5.894 2.939 -2.097
F2 -6.256 4.027 -1.412
C23 -4.562 2.688 -2.370
F3 -3.660 3.556 -1.895
C24 -4.148 1.565 -3.073
Se1 -2.305 1.249 -3.415
C25 -5.139 0.681 -3.477
F4 -4.824 -0.442 -4.135
C26 -6.477 0.907 -3.210
F5 -7.408 0.029 -3.606
F6 7.192 4.703 -0.297
C27 6.140 5.402 -0.776
F7 6.022 6.504 -0.013
F8 6.510 5.827 -2.008
C28 4.887 4.586 -0.811
C29 4.940 3.277 -1.274
C30 3.783 2.524 -1.352
C31 2.548 3.063 -0.971
C32 2.514 4.383 -0.507
C33 3.671 5.137 -0.429
C34 1.350 2.287 -1.029
C35 0.318 1.640 -1.026
H25 5.888 2.847 -1.570
H26 3.819 1.504 -1.712
H27 1.564 4.805 -0.210
H28 3.629 6.156 -0.066

Calculated values
2S+1: 5
highest occupied orbital energy (spin up / spin down): -0.1627 / -0.1969 Ha
orbital gap (spin up / spin down): 6.498 / 5.468 eV
lowest unoccupied orbital energy (spin up / spin down): 2.071 / 0.111 eV
net charge: -1

These are the Mulliken partial charges, in e, on atoms 1 to 6: 0.232, -0.546, 0.557, -0.368, 0.164, -0.536

---

ORCA calculation (ωB97M-V with the def2-TZVPD basis set) on an isolated molecule of C5H6O in a non-equilibrium geometry.

CARTESIAN COORDINATES (ANGSTROEM)
C1 0.578 0.752 -1.678
C2 0.231 1.336 -0.549
C3 0.046 1.246 0.728
C4 0.431 -0.394 0.566
C5 -0.827 -1.185 0.717
O1 1.549 -0.827 0.503
H1 -0.121 0.593 -2.484
H2 1.628 0.510 -1.820
H3 -0.145 2.011 1.505
H4 -0.765 -2.238 0.435
H5 -1.691 -0.691 0.271
H6 -0.915 -1.114 1.806

Calculated values
SMILES: C=C=CC(C)=O
highest occupied orbital energy: -0.3301 Ha
orbital gap: 9.761 eV
lowest unoccupied orbital energy: 0.779 eV
net charge: 0

These are the Mulliken partial charges, in e, on atoms 1 to 6: -0.723, 0.275, -0.636, 0.772, -0.971, -0.543

---

ORCA calculation (ωB97M-V with the def2-TZVPD basis set) on a structure of composition C25H26N2OS2Y.

CARTESIAN COORDINATES (ANGSTROEM)
Y1 0.328 0.149 0.237
C1 3.263 1.281 -1.573
C2 1.797 1.346 -1.889
N1 1.136 0.221 -1.953
N2 -0.151 0.389 -2.458
C3 -1.151 -0.343 -2.090
S1 -1.247 -1.582 -0.829
S2 -2.705 -0.046 -2.826
C4 -2.423 1.454 -3.827
C5 -3.699 2.246 -3.925
C6 -4.295 2.473 -5.158
C7 -5.450 3.238 -5.252
C8 -6.021 3.779 -4.111
C9 -5.432 3.552 -2.873
C10 -4.280 2.790 -2.781
C11 1.123 2.647 -2.056
C12 1.478 3.545 -3.059
C13 0.753 4.709 -3.236
C14 -0.311 4.987 -2.382
C15 -0.640 4.128 -1.348
C16 0.076 2.949 -1.163
O1 -0.191 2.124 -0.134
H1 3.731 0.426 -2.058
H2 3.432 1.188 -0.493
H3 3.751 2.202 -1.881
H4 -2.064 1.152 -4.809
H5 -1.637 2.022 -3.333
H6 -3.853 2.051 -6.053
H7 -5.905 3.409 -6.219
H8 -6.923 4.372 -4.184
H9 -5.876 3.969 -1.978
H10 -3.824 2.607 -1.815
H11 2.296 3.306 -3.729
H12 1.007 5.393 -4.033
H13 -0.884 5.895 -2.518
H14 -1.448 4.358 -0.667
C17 -0.495 1.730 3.544
C18 0.061 0.433 3.027
C19 1.431 0.300 2.751
C20 1.973 -0.909 2.290
C21 3.451 -1.050 2.043
C22 1.108 -1.985 2.069
C23 -0.264 -1.887 2.328
C24 -1.164 -3.072 2.145
C25 -0.771 -0.664 2.788
H15 -0.407 1.755 4.632
H16 -1.548 1.838 3.291
H17 0.050 2.583 3.144
H18 2.086 1.150 2.912
H19 3.943 -0.080 1.981
H20 3.654 -1.614 1.132
H21 3.908 -1.597 2.869
H22 1.507 -2.920 1.690
H23 -1.156 -3.671 3.058
H24 -0.824 -3.705 1.327
H25 -2.189 -2.765 1.950
H26 -1.837 -0.572 2.965

Calculated values
highest occupied orbital energy: -0.3999 Ha
orbital gap: 7.419 eV
lowest unoccupied orbital energy: -3.462 eV
net charge: +1

These are the Mulliken partial charges, in e, on atoms 1 to 6: 1.088, -1.130, 0.562, -0.955, 0.019, 0.689